ORCA calculation (ωB97M-V/def2-TZVPD) on a cluster of 2 separate species, C2H5N2O2 in total in a non-equilibrium geometry.

Structure (XYZ):
```
11
Properties=species:S:1:pos:R:3
N 0.575 0.534 0.599
C -0.152 1.533 0.094
N -0.093 2.760 0.524
H 1.227 0.910 1.272
H 0.561 -0.362 0.028
H -0.836 1.263 -0.714
H -0.648 3.325 -0.111
O 0.430 -1.592 -1.069
C -0.174 -2.485 -0.392
O -0.825 -2.383 0.648
H -0.065 -3.503 -0.880
```

Output
max |F| = 1.02 eV Å⁻¹
highest occupied orbital energy = -4.674 eV
total charge = -1
total energy = -9231.9256 eV
LUMO energy = 0.16091 hartree

These are the natural (NBO) partial charges, in e, on atoms 1 to 2: -0.828 0.297